## a
Here is a 4-piece molecular cluster, CH6O4 overall from the OMol25 dataset. Energies are from the ωB97M-V functional and the def2-TZVPD basis.

The geometry in XYZ format:
```
11
Properties=species:S:1:pos:R:3:lowdin_charge:R:1
H -0.2299 -0.0707 0.7954 0.205
O -0.4070 -0.3501 -0.5316 -0.054
O 0.3602 0.5952 1.8107 -0.070
H 0.1428 0.4310 -0.8584 0.073
H 0.2605 -1.1545 -0.8164 0.189
C 0.8768 1.6347 1.2088 -0.408
H 1.3554 2.4161 1.9844 0.172
O 1.0421 1.5979 -0.0354 -0.073
O -1.4391 -2.7129 -1.9062 -0.063
H -1.0092 -1.8577 -1.6865 -0.008
H -2.2293 -2.6134 -1.3708 0.036
```

The value obtained for the gap between HOMO and LUMO is 10.9 eV.

***

## b
Here is a 3-piece molecular cluster, CH6O4 overall from the OMol25 dataset. Energies are from the ωB97M-V functional and the def2-TZVPD basis.

The geometry in XYZ format:
```
11
Properties=species:S:1:pos:R:3:lowdin_charge:R:1
O 0.3879 -2.1807 0.0372 -0.006
C -0.2539 -2.0921 1.0866 -0.405
O -0.6272 -0.9617 1.5834 -0.015
H -0.7226 -2.8934 1.6763 0.143
H -0.2061 0.0221 1.0804 0.130
O 0.2280 0.4258 -0.1191 -0.023
H 0.5327 -0.5529 -0.3009 0.089
H -0.5729 0.3807 -0.6799 0.108
O 0.2181 2.9084 -1.6797 -0.068
H 0.6128 2.0679 -1.9522 0.022
H 0.4032 2.8760 -0.7320 0.026
```

Its SMILES is O=CO.O.O. The value obtained for the gap between HOMO and LUMO is 11.6 eV.

***

In order of decreasing stability: b, a.

***

## a
Here is the molecule C2H5OPS from the OMol25 dataset. Energies are from the ωB97M-V functional and the def2-TZVPD basis.

The geometry in XYZ format:
```
10
Properties=species:S:1:pos:R:3:lowdin_charge:R:1
C -2.3381 0.0780 0.4130 -0.576
C 1.4419 -1.1346 -0.4335 -0.329
O 1.7039 1.4352 -0.1750 -0.374
P 0.9751 0.1603 0.5487 0.582
S -1.1738 0.7687 -0.3952 0.655
H -3.2120 -0.4433 -0.0720 0.022
H -2.6648 0.1606 1.4661 0.022
H 2.0102 -1.0150 -1.3524 -0.008
H 1.2982 -2.2195 -0.2278 0.005
H 1.9594 2.2097 0.2281 0.001
```

The value obtained for the gap between HOMO and LUMO (alpha / beta) is 7.0 / 7.0 eV.

***

## b
Here is a 2-piece molecular cluster, C2H5OPS overall from the OMol25 dataset. Energies are from the ωB97M-V functional and the def2-TZVPD basis.

The geometry in XYZ format:
```
10
Properties=species:S:1:pos:R:3:lowdin_charge:R:1
H 2.5021 0.5811 -1.5615 -0.106
P 1.0783 0.4646 -1.2080 0.782
C 1.5097 0.3929 0.4120 -0.689
O 2.7502 0.4517 0.8119 -0.081
H 0.9081 0.3163 1.2827 0.043
H 2.9644 0.1606 1.6903 0.099
C -2.8564 -0.6862 -0.3701 -0.613
S -3.8929 0.4621 -0.6775 0.619
H -1.7463 -0.5520 -0.4074 -0.025
H -3.2174 -1.5911 0.0276 -0.029
```

Its SMILES is [H]/P=C\O.C=S. The value obtained for the gap between HOMO and LUMO is 8.5 eV.

***

In order of decreasing stability: a, b.

***

## a
Here is H29O14 as an isolated structure from the OMol25 dataset. Energies are from the ωB97M-V functional and the def2-TZVPD basis.

The geometry in XYZ format:
```
43
Properties=species:S:1:pos:R:3:lowdin_charge:R:1
O -0.0081 -0.4510 3.0827 -0.042
H 0.5029 -0.3874 3.9042 0.090
O 0.4186 4.4973 0.0571 -0.035
H 0.4020 5.4520 -0.0758 0.067
H 0.9180 4.1901 -0.7074 0.054
O 0.4573 0.7765 -0.1348 0.053
H -0.1026 0.0270 0.2991 0.071
H 0.5444 0.2021 -0.9267 0.087
O -3.1546 0.4762 1.9474 -0.031
H -3.7921 -0.2257 1.8058 0.052
H -2.2987 0.0348 2.0060 0.010
O -2.3582 -0.6987 -3.9079 -0.049
H -2.7063 -0.3226 -4.7154 0.059
H -1.7828 -0.0457 -3.5009 0.000
O -1.5324 2.1648 -0.2590 0.062
H -1.9237 2.2265 -1.1415 0.121
H -2.0555 1.4929 0.2179 0.071
O 2.3148 -2.5046 1.8351 -0.043
H 2.6978 -3.3812 1.7520 0.051
H 2.3654 -2.0946 0.9677 0.029
O -0.0395 -0.4871 -2.7637 -0.065
H 0.9093 -0.4513 -2.9773 0.079
H -0.2323 -1.3158 -3.2342 0.090
O 2.8591 -2.2423 -2.6380 -0.050
H 3.5644 -2.1245 -3.2821 0.046
H 3.2323 -2.8132 -1.9614 0.038
O -0.6331 -3.4991 2.7319 -0.043
H 0.2398 -3.3407 3.1035 0.028
H -1.2607 -2.9071 3.1504 0.034
O -0.0530 -1.5414 0.6265 -0.046
H -0.3836 1.5735 -0.2683 0.071
H -0.7810 -2.0789 0.3056 0.080
O -2.4668 -0.4416 -1.2498 -0.041
H -1.6696 -0.3901 -1.7805 -0.026
H -3.1279 -1.0914 -1.4728 0.063
O 3.8838 1.4739 -1.1111 -0.055
H 4.6085 2.0092 -1.4418 0.038
H 3.3439 1.9934 -0.5127 0.019
O 0.1704 2.4007 1.9852 -0.052
H 0.1355 3.2492 1.5231 0.010
H -0.3039 2.4776 2.8179 0.062
H 0.4295 0.2831 2.6247 0.034
H 0.0118 -1.5200 1.6003 0.008
```

The value obtained for the gap between HOMO and LUMO is 11.1 eV. As for the total charge: +1.

***

## b
Here is a 14-piece molecular cluster, H29O14 overall from the OMol25 dataset. Energies are from the ωB97M-V functional and the def2-TZVPD basis.

The geometry in XYZ format:
```
43
Properties=species:S:1:pos:R:3:lowdin_charge:R:1
O -3.2137 -0.5225 1.1598 -0.058
H 1.9710 1.8069 3.1406 -0.102
O -0.4951 1.6036 -1.8454 -0.204
H 0.2676 2.2193 1.3766 0.085
H 0.2891 1.9361 -2.5625 0.146
O -3.3648 -0.9931 -2.9307 -0.126
H -2.6028 3.6957 -0.6474 0.044
H -3.9848 -0.1765 -2.9081 0.089
O -0.1595 1.7430 2.1351 -0.063
H -0.2072 0.0462 2.3577 0.072
H -1.1191 1.9710 2.0579 0.083
O 2.4242 0.3796 -0.3842 0.014
H 1.9219 1.1911 -0.0651 0.120
H 1.7365 0.2369 -0.9987 0.057
O 2.3774 -1.3474 1.4543 0.060
H 0.8288 -0.9484 3.8138 -0.148
H -3.5470 3.5159 0.5813 0.038
O 0.5744 -0.9775 4.6181 0.013
H 0.1400 -1.8829 4.7660 0.111
H -1.0832 0.9001 -2.4341 0.101
O 2.4395 1.1126 3.2545 0.002
H 3.4219 1.0420 2.9015 0.141
H 0.8277 -2.5010 -1.0393 0.036
O -0.5898 -0.8178 1.8431 -0.139
H -2.7469 0.2700 0.7770 0.045
H -3.8280 -0.5387 0.4473 0.010
O -0.7774 -1.8687 -4.2467 -0.123
H -0.8361 -1.8182 -2.5062 -0.022
H -4.1024 -1.6740 -3.1679 0.108
O -2.6566 3.3728 0.2631 -0.055
H 2.1705 -3.5402 -0.9621 0.091
H 2.2775 -2.1209 0.6293 0.157
O 3.3438 2.5211 -1.4553 -0.020
H -1.0800 -1.2501 2.5809 0.064
H 3.5053 1.7057 -1.1360 -0.074
O -0.7121 -2.0520 -1.5859 -0.043
H 3.9614 2.9917 -0.8456 0.084
H -1.2644 -1.7620 -0.8595 0.051
O 1.7205 -2.7398 -0.6721 -0.031
H -1.5034 -1.1890 -4.4804 0.076
H 2.2802 -0.5035 0.7637 0.079
H -0.0199 -1.7664 -4.9626 0.132
H 1.4152 -1.2707 1.7743 0.097
```

The value obtained for the gap between HOMO and LUMO is 10.7 eV. As for the total charge: +1.

***

## c
Here is a 14-piece molecular cluster, H29O14 overall from the OMol25 dataset. Energies are from the ωB97M-V functional and the def2-TZVPD basis.

The geometry in XYZ format:
```
43
Properties=species:S:1:pos:R:3:lowdin_charge:R:1
O -2.2705 -2.3308 3.5350 -0.058
H 4.8597 -0.7701 0.1368 0.067
O 1.0760 1.7273 -0.8694 0.159
H -4.0155 -2.2147 0.7859 0.064
H 0.4360 1.7206 -1.6157 0.111
O 3.4550 -2.9372 0.4304 -0.072
H 2.5037 2.9618 0.3036 0.037
H 3.9139 -3.7835 0.3831 0.055
O -3.5099 -2.9697 1.1297 -0.045
H 1.5340 1.3262 3.7200 0.045
H -3.3506 -3.3398 0.2466 0.058
O 0.1357 4.0890 -2.0300 -0.030
H -0.5019 4.0795 -2.7400 0.045
H 0.8193 4.7392 -2.1987 0.051
O 1.6832 -0.6945 -0.4820 -0.017
H -0.7306 -2.2333 -3.4399 0.030
H 4.0068 3.0787 0.1838 0.054
O -3.2775 1.9519 -0.8512 -0.037
H -3.4695 2.3717 -0.0115 0.061
H 1.1123 0.7759 -0.4821 0.104
O 4.3874 -0.5781 0.9491 -0.039
H 3.6128 -0.0980 0.6424 0.014
H -0.3712 -3.6077 -2.7262 0.050
O 1.7043 0.8916 2.8841 -0.035
H -2.4464 -2.6103 2.6280 -0.003
H -1.7662 -3.0753 3.8781 0.050
O -3.4078 0.0178 -3.1441 -0.034
H -1.7714 1.1166 -1.7238 0.009
H 4.0398 -2.4623 1.0522 0.028
O 3.2217 2.9039 -0.3114 -0.018
H 1.1532 -1.4395 -0.8047 0.083
H -0.7309 0.2811 3.8195 0.005
O -1.6140 0.3747 3.4468 -0.075
H 2.2154 0.0966 2.9423 0.023
H -2.0386 -0.3820 3.8588 -0.009
O -1.0219 0.5100 -1.7173 -0.048
H 1.9800 1.6110 -1.2484 0.137
H -1.4105 -0.3688 -1.7292 0.033
O -0.5679 -2.6758 -2.6142 -0.036
H -2.9100 -0.5772 -3.6982 0.036
H 2.1550 -1.2228 0.1896 0.050
H -4.2894 0.1673 -3.4821 0.054
H -4.0828 1.4819 -1.0837 0.043
```

The value obtained for the gap between HOMO and LUMO is 9.9 eV. As for the total charge: +1.

***

In order of decreasing stability: a, c, b.